The following is a DFT calculation (the ωB97M-V functional and the def2-TZVPD basis) of a molecular structure, C39H18Cl3F4Ge2N6PdS2.

Geometry (Å):
1 Pd 0.375 -0.197 -1.778
2 S 0.559 0.500 0.511
3 C 0.237 -1.020 1.359
4 C 0.465 -0.996 2.730
5 C 0.200 -2.109 3.509
6 C 0.382 -2.034 4.925
7 N 0.495 -1.942 6.066
8 C -0.280 -3.274 2.879
9 C -0.463 -3.305 1.515
10 C -0.203 -2.180 0.705
11 S -0.445 -2.344 -1.001
12 C -0.617 -4.431 3.659
13 N -0.935 -5.338 4.288
14 H 0.854 -0.100 3.195
15 H -0.808 -4.219 1.050
16 Cl -0.106 2.036 -4.670
17 Ge -0.690 0.053 -3.877
18 Cl -2.872 0.052 -4.060
19 Cl -0.153 -1.279 -5.517
20 C -0.888 0.759 -0.498
21 Ge -1.476 2.632 -0.527
22 C -2.336 3.014 1.199
23 C -1.931 2.411 2.390
24 C -2.539 2.721 3.598
25 C -3.568 3.652 3.637
26 C -3.984 4.265 2.463
27 C -3.375 3.943 1.258
28 C -2.813 2.997 -1.891
29 C -4.089 2.445 -1.777
30 C -5.062 2.698 -2.730
31 C -4.765 3.512 -3.817
32 C -3.503 4.070 -3.941
33 C -2.533 3.816 -2.980
34 C 0.077 3.779 -0.754
35 C 0.104 5.047 -0.173
36 C 1.207 5.874 -0.331
37 C 2.301 5.438 -1.065
38 C 2.290 4.178 -1.646
39 C 1.181 3.358 -1.493
40 H -1.696 0.082 -0.218
41 H -1.126 1.684 2.385
42 H -2.210 2.232 4.506
43 H -4.045 3.896 4.578
44 H -4.789 4.990 2.485
45 H -3.722 4.417 0.345
46 H -4.327 1.802 -0.935
47 H -6.043 2.251 -2.636
48 H -5.518 3.700 -4.572
49 H -3.264 4.691 -4.795
50 H -1.543 4.244 -3.090
51 H -0.738 5.387 0.420
52 H 1.216 6.855 0.129
53 H 3.168 6.078 -1.179
54 H 3.142 3.829 -2.215
55 H 1.184 2.383 -1.970
56 F 4.217 -3.776 -2.372
57 C 3.850 -4.284 -1.180
58 C 3.926 -5.652 -1.009
59 F 4.388 -6.377 -2.044
60 C 3.600 -6.296 0.193
61 C 3.180 -5.416 1.198
62 C 3.114 -4.049 1.024
63 F 2.682 -3.300 2.060
64 C 3.444 -3.419 -0.170
65 C 3.358 -1.960 -0.364
66 C 2.771 -1.431 -1.480
67 N 2.249 -0.990 -2.441
68 C 3.673 -1.035 0.655
69 N 3.894 -0.228 1.455
70 F 2.775 -5.902 2.387
71 C 3.699 -7.730 0.377
72 C 3.623 -8.635 -0.701
73 N 3.546 -9.414 -1.555
74 C 3.913 -8.302 1.649
75 N 4.120 -8.807 2.671

Computed properties:
multiplicity	2
calculated total energy	-236300.0507	eV
HOMO-LUMO gap (alpha / beta)	4.870 / 3.790	eV
HOMO level (alpha / beta)	-2.04 / -2.03	eV
net charge	-2

The following is a DFT calculation (the ωB97M-V functional and the def2-TZVPD basis) of a molecular structure, C39H24N11O3PtS.

Geometry (Å):
1 Pt 0.234 -0.667 0.313
2 C 5.152 1.647 3.987
3 C 4.205 1.579 5.019
4 C 2.923 1.107 4.791
5 C 2.608 0.709 3.500
6 C 1.397 0.180 2.928
7 N 0.263 -0.052 3.628
8 C -0.831 -0.484 3.096
9 C -2.087 -0.645 3.841
10 C -2.367 -0.483 5.181
11 C -3.679 -0.701 5.590
12 C -4.669 -1.058 4.676
13 C -4.381 -1.208 3.324
14 C -3.076 -1.002 2.927
15 C -2.449 -1.081 1.607
16 N -3.085 -1.288 0.510
17 C -2.497 -1.368 -0.701
18 N -1.137 -1.396 -0.951
19 C -0.914 -1.555 -2.274
20 N 0.292 -1.679 -2.883
21 C 1.409 -1.350 -2.334
22 N 1.623 -0.845 -1.062
23 C 2.981 -0.511 -0.900
24 N 3.549 0.026 0.118
25 C 2.925 0.266 1.287
26 N 1.616 -0.047 1.611
27 C 3.558 0.767 2.468
28 C 4.846 1.239 2.701
29 C 3.662 -0.865 -2.143
30 C 4.988 -0.743 -2.510
31 C 5.339 -1.187 -3.780
32 C 4.387 -1.721 -4.649
33 C 3.051 -1.830 -4.278
34 C 2.711 -1.401 -3.012
35 C -2.186 -1.634 -2.942
36 C -2.517 -1.751 -4.284
37 C -3.863 -1.754 -4.609
38 C -4.854 -1.647 -3.621
39 C -4.527 -1.529 -2.282
40 C -3.175 -1.517 -1.952
41 N -1.077 -0.828 1.782
42 H 6.140 2.032 4.204
43 H 4.484 1.898 6.016
44 H 2.189 1.050 5.585
45 H -1.594 -0.191 5.881
46 H -3.935 -0.591 6.635
47 H -5.681 -1.218 5.025
48 H -5.144 -1.474 2.604
49 H 5.572 1.287 1.900
50 H 5.713 -0.314 -1.831
51 H 6.369 -1.113 -4.106
52 H 4.694 -2.049 -5.634
53 H 2.300 -2.227 -4.949
54 H -1.747 -1.821 -5.041
55 H -4.161 -1.837 -5.646
56 H -5.894 -1.649 -3.920
57 H -5.286 -1.437 -1.515
58 N 2.302 -3.032 1.026
59 N 0.947 -3.064 0.592
60 H 2.663 -3.969 1.161
61 H 2.343 -2.542 1.910
62 H 0.339 -3.633 1.174
63 H 0.921 -3.425 -0.353
64 O -0.744 1.436 -3.726
65 S -0.076 2.211 -2.721
66 O 1.241 2.701 -2.990
67 N -0.054 1.390 -1.281
68 C -0.739 2.001 -0.344
69 O -0.801 1.504 0.812
70 C -1.418 3.252 -0.782
71 C -2.276 4.060 -0.061
72 C -2.868 5.128 -0.726
73 C -2.607 5.361 -2.074
74 C -1.744 4.541 -2.795
75 C -1.156 3.495 -2.118
76 H -2.472 3.857 0.984
77 H -3.545 5.783 -0.194
78 H -3.088 6.190 -2.575
79 H -1.539 4.720 -3.844

Computed properties:
multiplicity	5
calculated total energy	-77441.2592	eV
HOMO-LUMO gap (alpha / beta)	4.995 / 5.049	eV
HOMO level (alpha / beta)	-8.87 / -11.67	eV
net charge	+1

The following is a DFT calculation (the ωB97M-V functional and the def2-TZVPD basis) of a molecular structure, C39H26BrFeGeN4O4S2.

Geometry (Å):
1 Fe -0.507 1.660 -0.892
2 O -2.166 3.024 -0.696
3 C -2.695 3.315 0.364
4 C -2.194 3.068 1.699
5 C -3.000 3.460 2.760
6 C -2.584 3.297 4.065
7 C -1.321 2.721 4.343
8 C -0.505 2.346 3.326
9 C -0.885 2.503 1.942
10 O -0.083 2.173 1.037
11 N -3.430 3.722 5.140
12 O -3.034 3.567 6.292
13 O -4.519 4.223 4.879
14 H -3.668 3.842 0.335
15 H -3.970 3.901 2.565
16 H -1.029 2.581 5.374
17 H 0.455 1.882 3.511
18 S -1.244 1.115 -3.036
19 C -2.210 -0.305 -2.801
20 C -2.724 -0.990 -3.905
21 C -3.496 -2.139 -3.775
22 C -3.979 -2.802 -4.949
23 N -4.373 -3.324 -5.898
24 C -3.775 -2.634 -2.489
25 C -3.274 -1.960 -1.383
26 C -2.497 -0.806 -1.500
27 S -1.883 -0.034 -0.075
28 C -4.541 -3.831 -2.307
29 N -5.162 -4.789 -2.152
30 H -2.502 -0.614 -4.896
31 H -3.473 -2.351 -0.393
32 C 1.099 0.589 -0.945
33 Ge 1.376 -1.053 -0.024
34 C 0.375 -2.582 -0.744
35 C 0.103 -2.605 -2.112
36 C -0.554 -3.681 -2.694
37 C -0.965 -4.751 -1.912
38 C -0.710 -4.739 -0.547
39 C -0.039 -3.666 0.028
40 C 3.274 -1.666 -0.207
41 C 4.101 -1.130 -1.193
42 C 5.405 -1.580 -1.375
43 C 5.913 -2.583 -0.563
44 C 5.108 -3.133 0.427
45 C 3.807 -2.676 0.597
46 C 1.152 -0.983 1.949
47 C 2.230 -0.576 2.738
48 C 2.120 -0.463 4.119
49 C 0.916 -0.759 4.746
50 C -0.170 -1.157 3.978
51 C -0.051 -1.266 2.598
52 H 2.042 0.983 -1.353
53 H 0.382 -1.750 -2.721
54 H -0.774 -3.668 -3.756
55 H -1.507 -5.577 -2.359
56 H -1.045 -5.564 0.073
57 H 0.148 -3.669 1.097
58 H 3.713 -0.347 -1.835
59 H 6.024 -1.146 -2.152
60 H 6.929 -2.936 -0.700
61 H 5.494 -3.920 1.065
62 H 3.192 -3.115 1.376
63 H 3.179 -0.341 2.266
64 H 2.974 -0.142 4.705
65 H 0.821 -0.667 5.822
66 H -1.121 -1.368 4.453
67 H -0.916 -1.549 2.009
68 Br 3.114 6.794 -3.125
69 C 2.076 5.336 -2.490
70 C 1.373 5.455 -1.307
71 C 0.627 4.364 -0.889
72 N 0.563 3.220 -1.570
73 C 1.256 3.123 -2.707
74 C 2.026 4.160 -3.211
75 H 1.399 6.361 -0.719
76 H 0.065 4.395 0.034
77 H 1.177 2.172 -3.219
78 H 2.565 4.039 -4.139

Computed properties:
multiplicity	2
calculated total energy	-237630.7820	eV
HOMO-LUMO gap (alpha / beta)	4.836 / 4.860	eV
HOMO level (alpha / beta)	-1.51 / -1.53	eV
net charge	-2